{"formula": "C38H33CoFN9O3", "method": "ωB97M-V with the def2-TZVPD basis set", "multiplicity": 2, "s_squared": 0.7810, "e_homo_ev": [-5.76, -5.90], "gap_ev": [2.24, 2.38], "charge": 1, "lumo_ev": [-3.52, -3.52], "relative_energy_kj_mol": 205.81, "elements": ["Co", "N", "C", "N", "C", "N", "N", "C", "C", "C", "C", "C", "C", "N", "C", "C", "C", "C", "C", "C", "H", "H", "H", "H", "H", "H", "H", "H", "H", "H", "H", "F", "C", "C", "C", "C", "O", "C", "C", "N", "C", "C", "C", "C", "C", "C", "N", "C", "C", "N", "C", "C", "C", "O", "O", "H", "H", "H", "H", "H", "H", "H", "H", "H", "H", "H", "H", "H", "H", "H", "H", "H", "H", "N", "C", "C", "C", "C", "C", "C", "C", "H", "H", "H", "H"], "coordinates": [[-0.6425, 0.1038, -3.0673], [2.0497, -3.2471, -3.4035], [1.6025, -1.9747, -3.3361], [0.3651, -1.6323, -3.3651], [-0.6232, -2.6724, -3.4487], [-1.8734, -2.3306, -3.4005], [-2.0582, -1.0325, -3.2882], [-3.3251, -0.4750, -3.1504], [-3.3068, 0.8756, -3.0325], [-4.4645, 1.7309, -2.9176], [-4.3258, 3.0702, -2.8673], [-3.0154, 3.6585, -2.9468], [-1.9461, 2.8276, -3.0493], [-2.0211, 1.4703, -3.0681], [-0.1982, -4.0549, -3.6123], [-1.0792, -5.1191, -3.7962], [-0.6053, -6.4154, -3.9351], [0.7576, -6.6764, -3.9006], [1.6514, -5.6276, -3.7251], [1.1686, -4.3409, -3.5824], [3.0405, -3.4114, -3.4064], [2.3736, -1.2191, -3.2619], [-4.2112, -1.0916, -3.1719], [-5.4426, 1.2667, -2.8886], [-5.2012, 3.7046, -2.7949], [-2.8687, 4.7294, -2.9520], [-0.9568, 3.2573, -3.1558], [-2.1389, -4.9043, -3.8278], [-1.3056, -7.2281, -4.0799], [1.1280, -7.6861, -4.0167], [2.7207, -5.8110, -3.7050], [-1.7814, -2.2773, 3.2780], [-1.1851, -1.1062, 2.9729], [-0.9198, -0.8411, 1.6581], [-0.3657, 0.3765, 1.2901], [-0.1353, 0.6505, -0.1444], [-0.5061, -0.1592, -0.9790], [0.4551, 1.9441, -0.4307], [0.6547, 2.8265, 0.5936], [0.4215, 2.5704, 1.8905], [0.6168, 3.6085, 2.8821], [1.7726, 4.5457, 2.7544], [1.7729, 3.5086, 3.8363], [-0.0884, 1.3244, 2.2761], [-0.3342, 1.0251, 3.6153], [-0.8918, -0.1889, 3.9896], [-1.1099, -0.4437, 5.3707], [-1.8891, 0.5321, 6.1258], [-1.2584, 0.6698, 7.5197], [-0.5161, -0.6098, 7.8037], [-1.3467, -1.7881, 7.3805], [-1.3962, -1.8007, 5.8418], [0.8947, 2.4417, -1.7449], [1.2821, 3.5462, -1.9623], [0.9136, 1.4958, -2.7981], [-1.1745, -1.5616, 0.8891], [1.0183, 3.8191, 0.3652], [-0.3124, 4.0161, 3.2621], [1.5937, 5.5777, 3.0183], [2.4669, 4.4082, 1.9369], [1.6190, 3.8184, 4.8615], [2.4423, 2.6677, 3.7075], [-0.0716, 1.7454, 4.3773], [-2.9362, 0.2183, 6.2074], [-1.8836, 1.4973, 5.6309], [-2.0037, 0.8006, 8.3009], [-0.5337, 1.4790, 7.5742], [-0.2374, -0.6672, 8.7817], [0.3249, -0.6050, 7.2227], [-2.3270, -1.6498, 7.8305], [-0.9029, -2.6956, 7.7800], [-2.3748, -2.1725, 5.5338], [-0.6415, -2.4778, 5.4488], [6.7148, -0.0342, -5.8395], [5.7299, 0.2846, -5.3416], [4.4994, 0.6645, -4.6898], [3.3196, 0.7909, -5.4197], [2.1400, 1.1136, -4.7734], [2.1506, 1.2894, -3.4038], [3.3151, 1.1968, -2.6628], [4.4961, 0.8828, -3.3132], [3.3300, 0.6425, -6.4908], [1.2063, 1.2035, -5.3131], [3.3049, 1.3542, -1.5912], [5.4194, 0.7974, -2.7556]], "forces_ev_per_a": [[-0.248, 0.001, -0.323], [-0.029, -0.100, 0.028], [-0.020, -0.028, -0.114], [-0.223, 0.080, 0.131], [0.044, -0.208, 0.015], [0.059, 0.293, 0.040], [-0.176, -0.116, -0.135], [0.119, -0.045, 0.060], [0.090, 0.063, -0.035], [0.053, 0.047, 0.006], [0.018, 0.043, -0.023], [-0.055, 0.070, 0.066], [-0.064, -0.225, -0.049], [0.105, 0.032, 0.103], [0.020, 0.124, -0.002], [-0.027, -0.020, 0.009], [-0.014, 0.013, -0.003], [0.010, 0.002, -0.001], [0.038, -0.024, -0.001], [0.079, 0.096, -0.004], [0.012, -0.006, -0.034], [0.018, 0.035, 0.027], [0.045, -0.043, -0.034], [0.015, -0.012, 0.008], [0.020, 0.005, 0.010], [-0.033, -0.027, -0.025], [0.022, -0.036, -0.017], [0.014, -0.016, -0.007], [0.008, 0.018, 0.006], [-0.008, 0.012, 0.001], [-0.029, 0.007, 0.003], [0.030, -0.005, 0.034], [-0.080, 0.011, 0.043], [-0.052, -0.140, -0.090], [0.084, 0.149, -0.035], [-0.277, 0.246, -0.090], [0.339, -0.298, 0.222], [0.019, -0.072, 0.017], [-0.119, 0.072, -0.037], [0.090, -0.001, 0.193], [-0.033, -0.046, -0.023], [0.038, 0.063, -0.040], [0.037, -0.078, 0.049], [0.002, 0.111, -0.091], [0.032, 0.066, 0.052], [0.043, -0.093, -0.028], [-0.102, 0.009, 0.076], [-0.022, -0.063, -0.014], [0.003, -0.021, -0.013], [-0.081, -0.006, -0.102], [0.045, 0.025, -0.028], [0.085, 0.120, 0.002], [0.027, -0.193, -0.367], [0.180, 0.103, 0.100], [0.018, -0.120, 0.769], [0.005, 0.028, 0.020], [0.018, -0.026, 0.009], [-0.026, -0.001, -0.034], [0.004, -0.011, 0.006], [-0.021, -0.026, 0.016], [-0.015, 0.019, -0.028], [-0.015, 0.017, -0.020], [-0.001, -0.021, 0.000], [-0.014, 0.000, 0.004], [0.000, 0.009, -0.030], [0.005, 0.000, 0.027], [0.019, 0.002, -0.010], [-0.024, -0.010, 0.026], [0.045, -0.005, 0.029], [-0.014, 0.000, 0.015], [0.019, -0.009, 0.011], [-0.038, 0.000, 0.000], [0.013, -0.013, -0.028], [-0.034, 0.012, 0.008], [-0.128, 0.072, 0.058], [0.131, -0.065, 0.019], [0.016, 0.010, -0.063], [-0.014, -0.056, -0.107], [-0.112, 0.222, -0.313], [-0.005, 0.015, 0.101], [0.043, -0.006, -0.011], [-0.003, -0.023, 0.016], [0.005, 0.006, 0.007], [-0.002, -0.010, -0.025], [-0.025, -0.006, -0.009]], "lowdin_spin": [0.95, 0.01, 0.01, -0.01, 0.03, -0.02, -0.03, 0.01, -0.01, 0.01, -0.01, 0.01, -0.01, -0.01, 0.00, 0.01, 0.00, 0.01, 0.00, 0.01, 0.00, 0.00, 0.00, 0.00, 0.00, 0.00, 0.00, 0.00, 0.00, 0.00, 0.00, 0.00, 0.00, 0.00, 0.00, 0.00, 0.03, 0.00, 0.00, 0.00, 0.00, 0.00, 0.00, 0.00, 0.00, 0.00, 0.00, 0.00, 0.00, 0.00, 0.00, 0.00, 0.00, 0.00, 0.00, 0.00, 0.00, 0.00, 0.00, 0.00, 0.00, 0.00, 0.00, 0.00, 0.00, 0.00, 0.00, 0.00, 0.00, 0.00, 0.00, 0.00, 0.00, 0.00, 0.00, 0.00, 0.00, 0.00, 0.00, 0.00, 0.00, 0.00, 0.00, 0.00, 0.00]}